{
  "formula": "C26H27F6Ge2IORe",
  "method": "ωB97M-V/def2-TZVPD",
  "symbols": ["Re", "I", "Ge", "Ge", "F", "F", "F", "F", "F", "F", "O", "C", "C", "C", "C", "C", "C", "C", "C", "C", "C", "C", "C", "C", "C", "C", "C", "C", "C", "C", "C", "C", "C", "C", "C", "C", "C", "H", "H", "H", "H", "H", "H", "H", "H", "H", "H", "H", "H", "H", "H", "H", "H", "H", "H", "H", "H", "H", "H", "H", "H", "H", "H", "H"],
  "coordinates": [[-0.188780, -0.472024, 0.270059], [1.720567, 1.107245, 1.133752], [-0.008010, 0.175654, -2.103386], [-0.023540, 3.969062, -2.469471], [-3.662357, 1.779280, 0.198966], [-2.563339, -2.473093, 1.846605], [-4.694827, -2.077612, 1.749960], [-4.070415, 0.039221, -0.991340], [-3.530152, -2.292818, -0.063650], [-5.362611, 0.517874, 0.677625], [-1.888011, -0.163278, 0.781815], [2.981559, -3.287304, -0.170521], [0.940016, -1.922208, -0.044439], [-0.153960, 3.966295, -4.428872], [1.582581, -3.155715, -0.020969], [3.570573, -4.521661, -0.027228], [-2.977730, -1.942449, -3.922710], [-4.106819, 0.501647, 0.263934], [1.411511, -5.528835, 0.406327], [-3.532181, -1.806991, 1.186015], [-3.891437, -1.051390, -4.465351], [-3.188457, -0.292839, 1.222536], [3.853201, -0.717526, -3.434412], [2.770615, -0.422550, -2.625434], [1.560438, 0.408712, -4.554962], [2.656550, 0.133633, -5.353003], [1.756884, 4.071109, -1.667718], [1.611757, 0.110683, -3.190479], [3.793393, -0.438935, -4.794737], [-1.637684, 4.007864, -1.353566], [2.792224, -5.637791, 0.268113], [-1.869197, -1.463849, -3.245422], [-1.663715, -0.085418, -3.137374], [-3.361555, 0.237714, 2.644865], [0.800796, -4.305226, 0.256210], [-3.690882, 0.315785, -4.351040], [-2.575970, 0.804494, -3.686369], [-2.699265, -0.303117, 3.319727], [-2.471188, 3.497699, -1.834236], [-0.271069, -4.192223, 0.341778], [0.816356, -6.403948, 0.624110], [-3.127414, -3.009198, -4.014539], [-1.431385, 3.558757, -0.382552], [4.640972, -0.669847, -5.424737], [-3.110322, 1.296689, 2.681140], [3.580731, -2.414258, -0.385771], [1.760624, 3.664146, -0.658469], [4.744295, -1.159459, -3.010083], [-1.922183, 5.051445, -1.190475], [2.473381, 3.533316, -2.288662], [4.639566, -4.632452, -0.141592], [2.626366, 0.355763, -6.410573], [2.060138, 5.120771, -1.619104], [-1.155268, -2.155769, -2.804084], [-0.254578, 5.003936, -4.759866], [-4.769510, -1.424053, -4.973064], [2.790458, -0.608600, -1.559202], [-4.409737, 1.004368, -4.772846], [3.261334, -6.603747, 0.386668], [-1.020344, 3.408738, -4.781062], [-4.389689, 0.106412, 2.971602], [0.656644, 0.825385, -4.983661], [-2.429395, 1.874425, -3.594821], [0.760644, 3.555391, -4.854098]],
  "atomic_forces_ev_per_a": [[4.92, -1.14, -1.81], [-0.34, -0.16, -0.10], [0.31, -1.48, 0.00], [0.05, 0.42, -0.12], [-0.02, -0.04, 0.14], [-0.13, 0.07, 0.12], [-0.07, 0.09, -0.01], [-0.02, -0.02, 0.13], [-0.04, 0.06, 0.07], [0.01, -0.08, 0.04], [-1.50, 0.05, 0.49], [-0.31, 0.22, 0.04], [-2.81, 2.73, 0.52], [0.09, -0.15, 0.65], [0.32, -0.92, -0.04], [0.10, -0.17, -0.02], [-0.04, -0.09, 0.03], [0.27, 0.26, -0.40], [0.01, -0.12, -0.02], [0.42, -0.25, -0.16], [-0.02, -0.04, 0.00], [-1.24, -0.29, 0.52], [0.04, 0.01, 0.05], [-0.06, 0.07, 0.11], [-0.08, -0.03, 0.01], [-0.02, 0.09, -0.08], [-0.49, -0.17, -0.20], [-0.77, 0.43, 0.47], [0.00, -0.01, 0.03], [0.53, -0.24, -0.30], [-0.12, 0.08, -0.02], [0.14, 0.19, 0.02], [0.55, 0.14, 0.31], [0.20, 0.01, -0.06], [0.15, 0.36, -0.15], [-0.02, 0.11, 0.02], [0.13, 0.04, 0.01], [-0.03, -0.03, -0.03], [0.04, 0.02, -0.05], [-0.04, -0.05, 0.08], [0.00, -0.03, 0.02], [-0.04, -0.01, -0.01], [0.04, 0.01, 0.00], [0.02, 0.00, -0.02], [0.00, -0.02, -0.05], [0.04, 0.04, 0.04], [-0.10, 0.01, 0.00], [0.02, 0.00, 0.00], [0.10, 0.06, -0.08], [-0.04, 0.03, -0.05], [0.02, 0.04, 0.01], [0.00, -0.02, -0.03], [-0.08, 0.06, -0.07], [-0.10, -0.12, -0.05], [-0.01, 0.05, 0.07], [-0.01, -0.01, -0.04], [0.12, -0.04, 0.01], [-0.02, 0.01, -0.02], [0.05, -0.03, 0.01], [-0.03, 0.03, 0.07], [0.00, -0.01, 0.01], [-0.02, -0.07, -0.10], [-0.07, 0.01, -0.03], [0.01, 0.03, 0.03]],
  "gap_ev": [5.6714, 5.5528],
  "lumo_ha": [-0.3042, -0.3071],
  "homo_energy_ev": [-13.95, -13.91],
  "multiplicity": 2,
  "total_charge": 2,
  "s_squared": 0.770
}

{
  "formula": "C4H8N2",
  "method": "ωB97M-V/def2-TZVPD",
  "symbols": ["N", "N", "C", "C", "C", "C", "H", "H", "H", "H", "H", "H", "H", "H"],
  "coordinates": [[-2.363804, 1.077036, -0.111689], [0.324769, -0.235488, -0.123753], [-0.712733, -1.250350, -0.050746], [0.030989, 0.959005, -0.582564], [-1.318998, 1.604865, -0.549954], [1.557142, -0.465210, 0.620409], [-0.372257, -2.079913, 0.571662], [2.261711, 0.344713, 0.421258], [2.008734, -1.422401, 0.351969], [0.882090, 1.640711, -0.641945], [-0.954252, -1.612547, -1.053517], [-1.626531, -0.744983, 0.326102], [-1.157618, 2.687492, -0.747643], [1.319761, -0.466532, 1.691358]],
  "atomic_forces_ev_per_a": [[0.06, 0.32, -0.23], [0.12, -0.84, 0.30], [-0.02, 0.20, -0.04], [-0.26, 1.05, -0.31], [0.78, -0.24, 0.30], [-0.06, 0.04, 0.04], [-0.13, 0.15, -0.04], [-0.08, -0.15, 0.00], [-0.07, 0.10, -0.02], [-0.24, -0.05, 0.07], [0.04, -0.01, 0.11], [0.15, -0.30, 0.02], [-0.42, -0.22, -0.11], [0.14, -0.05, -0.08]],
  "gap_ev": [8.1572, 6.6936],
  "e_above_lowest_ev": 3.5359,
  "lumo_ha": [0.0077, 0.0019],
  "homo_energy_ev": [-7.95, -6.64],
  "multiplicity": 1,
  "total_charge": 0
}